Record 1
67
Properties=species:S:1:pos:R:3:forces:R:3 method="wB97M-V/def2-TZVPD" homo_lumo_gap_ev=6.973 relative_energy_kj_mol=45.18 e_homo_ev=-17.0 total_charge=+3 spin_multiplicity=1
Zr -0.842 0.903 -0.312 1.25 1.74 -0.24
C -0.871 1.283 4.139 -0.03 -0.06 0.07
C -0.670 1.542 2.786 -0.01 0.00 0.02
N -1.166 0.760 1.823 -0.36 -0.16 1.11
C -1.909 -0.332 2.175 -0.17 -0.08 0.35
C -2.140 -0.669 3.517 0.12 0.06 -0.31
C -1.598 0.176 4.507 0.02 0.05 -0.05
C -2.893 -1.844 3.831 -0.08 -0.10 0.01
C -3.385 -2.633 2.850 -0.03 -0.06 0.19
C -3.186 -2.305 1.473 0.07 0.28 -0.17
C -3.709 -3.082 0.423 0.02 0.06 -0.03
C -3.517 -2.683 -0.879 -0.06 -0.08 -0.01
C -2.796 -1.521 -1.132 -0.01 0.08 0.02
N -2.269 -0.768 -0.168 -0.74 -0.76 0.24
C -2.464 -1.148 1.130 -0.10 -0.24 0.21
H -0.456 1.953 4.879 0.02 0.01 -0.02
H -0.095 2.400 2.462 -0.01 0.03 -0.01
H -1.764 -0.052 5.553 0.00 0.00 0.00
H -3.063 -2.085 4.873 0.00 -0.02 -0.01
H -3.955 -3.521 3.093 0.01 0.01 -0.01
H -4.264 -3.985 0.647 -0.01 0.01 0.01
H -3.918 -3.254 -1.706 0.00 0.02 0.00
H -2.648 -1.188 -2.152 0.04 -0.03 -0.02
N -0.687 1.044 -2.593 0.35 -0.08 -0.76
C 0.569 0.644 -3.258 0.31 -0.03 -0.13
C 0.565 0.359 -4.612 -0.17 0.00 0.03
C 1.761 0.091 -5.265 0.02 -0.03 0.00
C 2.960 0.126 -4.569 0.01 0.02 -0.02
C 2.962 0.379 -3.205 0.00 -0.07 0.08
C 1.766 0.617 -2.533 -0.27 0.26 0.16
P 1.717 0.879 -0.734 0.61 -1.12 -0.72
C 3.373 1.176 -0.121 -0.41 0.51 0.21
C 3.716 2.520 0.065 -0.01 -0.11 -0.03
C 5.006 2.843 0.450 0.00 0.00 0.00
C 5.932 1.829 0.661 0.00 0.05 0.00
C 5.580 0.495 0.488 0.04 -0.09 0.01
C 4.297 0.153 0.096 -0.10 -0.01 -0.05
C 1.131 -0.762 -0.112 0.12 0.24 -0.05
C 1.249 -0.991 1.273 0.16 -0.15 0.04
C 0.839 -2.193 1.820 0.01 0.05 0.06
C 0.262 -3.168 1.007 -0.02 0.00 -0.10
C 0.097 -2.937 -0.350 0.02 -0.11 0.01
C 0.517 -1.737 -0.915 0.41 -0.14 -0.05
H -1.451 0.731 -3.189 -0.14 -0.04 0.02
H -0.716 2.067 -2.659 -0.11 0.08 -0.03
H -0.364 0.365 -5.172 0.02 0.03 0.00
H 1.750 -0.126 -6.324 0.01 0.03 0.00
H 3.894 -0.037 -5.088 -0.01 -0.05 0.02
H 3.893 0.386 -2.655 0.02 0.02 -0.03
H 2.980 3.298 -0.106 0.06 0.05 0.02
H 5.286 3.878 0.588 0.01 -0.01 0.00
H 6.939 2.081 0.966 0.00 -0.01 0.00
H 6.312 -0.283 0.656 0.00 0.00 0.00
H 4.019 -0.884 -0.047 0.04 -0.01 0.01
H 1.752 -0.258 1.895 -0.05 0.01 0.03
H 0.996 -2.393 2.872 0.01 0.02 -0.01
H -0.027 -4.122 1.430 0.00 0.01 0.01
H -0.308 -3.716 -0.983 -0.02 0.02 -0.02
H 0.492 -1.622 -1.994 -0.07 0.08 0.01
C -4.048 1.932 -0.283 -0.37 -0.13 -0.04
O -2.609 2.136 -0.406 -0.43 0.53 0.06
C -2.133 3.489 -0.124 -0.71 0.59 0.11
S -3.103 4.715 0.186 0.33 -0.49 -0.11
S -0.406 3.406 -0.195 0.09 -0.74 -0.05
H -4.242 0.886 -0.501 0.11 0.01 -0.02
H -4.567 2.569 -0.993 0.09 0.03 -0.06
H -4.372 2.185 0.722 0.11 0.00 0.04

=====

Record 2
78
Properties=species:S:1:pos:R:3:forces:R:3 method="wB97M-V/def2-TZVPD" homo_lumo_gap_ev=5.251 e_homo_ev=-10.7 total_charge=+1 spin_multiplicity=1
Tc 0.149 0.465 -0.458 1.34 0.36 -0.47
O 4.389 2.507 0.430 0.20 0.00 0.05
C 4.301 2.263 1.757 -0.06 -0.06 -0.05
C 5.362 2.746 2.515 0.17 0.11 0.11
C 5.379 2.580 3.882 0.10 0.07 0.06
C 4.335 1.917 4.532 0.09 0.03 0.09
C 3.285 1.441 3.791 -0.13 -0.14 -0.09
C 3.237 1.605 2.392 0.00 0.01 0.01
C 2.026 1.133 1.711 0.49 0.29 -0.53
O 1.913 1.238 0.378 0.08 -0.04 0.47
N 1.054 0.687 2.405 -0.76 -0.33 -0.21
N -0.031 0.350 1.593 0.18 0.06 0.04
C -1.064 0.007 2.285 -0.18 -0.05 0.33
C -2.340 -0.398 1.800 0.22 0.09 0.87
C -3.360 -0.747 2.700 0.13 0.04 0.35
C -4.573 -1.170 2.232 -0.27 -0.11 -0.11
C -4.791 -1.252 0.846 -0.08 -0.02 0.04
C -3.802 -0.907 -0.045 -0.37 -0.13 -0.41
C -2.582 -0.474 0.451 1.15 0.32 -1.25
O -1.599 -0.124 -0.401 -1.61 -0.34 0.38
H 3.814 1.922 -0.066 -0.33 -0.06 -0.15
H 6.167 3.252 1.992 -0.11 -0.06 0.07
H 6.216 2.965 4.456 -0.08 -0.04 -0.06
H 4.351 1.783 5.607 0.01 0.01 -0.11
H 2.464 0.919 4.270 0.12 0.11 -0.05
H -0.906 0.031 3.356 -0.05 0.00 0.08
H -3.175 -0.671 3.769 0.00 -0.03 -0.16
H -5.359 -1.445 2.924 0.05 0.04 -0.08
H -5.752 -1.585 0.474 0.04 0.01 0.02
H -3.946 -0.948 -1.122 -0.04 0.00 0.18
S 1.670 4.941 1.148 -0.02 0.07 0.27
As 1.382 3.827 -0.488 0.06 0.06 0.01
S 2.065 0.456 -1.716 -0.14 -0.03 0.44
S -0.500 2.706 -0.652 -0.05 -0.32 -0.14
S 2.435 3.745 -2.217 0.03 -0.05 -0.12
Br -1.561 -0.306 -9.299 -0.03 0.05 -0.13
C -0.957 -0.125 -7.533 -0.02 -0.07 -0.07
C -1.843 0.287 -6.552 -0.08 0.06 0.28
C -1.410 0.356 -5.238 -0.32 0.02 -0.09
C -0.099 0.024 -4.921 0.20 0.06 0.34
C 0.795 -0.345 -5.923 0.18 -0.04 -0.17
C 0.363 -0.427 -7.237 0.26 -0.02 0.19
C 0.330 0.126 -3.517 0.16 -0.03 -0.36
O 1.626 -0.003 -3.277 -0.21 0.13 -0.32
O -0.450 0.304 -2.584 0.06 0.49 0.33
H -2.856 0.559 -6.816 0.00 -0.04 0.03
H -2.082 0.682 -4.453 0.01 -0.01 -0.06
H 1.826 -0.566 -5.673 -0.11 0.05 -0.05
H 1.045 -0.710 -8.030 -0.05 -0.01 0.09
C -2.027 -4.861 -2.494 0.02 0.02 -0.04
C -2.104 -3.533 -3.252 0.06 -0.19 0.12
C -1.359 -2.408 -2.548 0.09 -0.31 -0.29
N 0.099 -2.601 -2.699 -0.55 0.01 0.21
C 0.991 -2.602 -1.732 0.17 0.00 0.05
S 0.640 -2.116 -0.113 0.14 0.00 -0.09
N 2.283 -2.967 -1.993 -0.39 -0.08 -0.25
C 3.007 -3.207 -3.204 -0.11 0.04 -0.03
O 4.183 -2.967 -3.192 -0.05 0.02 -0.03
C 2.301 -3.767 -4.398 0.14 -0.03 0.26
C 2.613 -3.254 -5.653 0.06 0.11 -0.15
C 2.016 -3.794 -6.784 0.03 0.01 0.03
C 1.135 -4.864 -6.663 0.02 0.00 -0.03
C 0.863 -5.409 -5.413 -0.03 0.01 0.06
C 1.446 -4.859 -4.278 -0.09 -0.14 0.02
H -2.564 -5.652 -3.025 0.08 0.10 0.06
H -2.474 -4.763 -1.499 0.07 -0.01 -0.12
H -0.989 -5.192 -2.362 -0.17 0.06 -0.02
H -3.148 -3.225 -3.355 0.05 -0.03 -0.03
H -1.709 -3.650 -4.270 -0.09 0.03 0.05
H -1.584 -2.393 -1.488 0.04 0.01 0.12
H -1.633 -1.439 -2.961 0.00 -0.18 0.03
H 0.402 -2.916 -3.609 0.02 -0.06 -0.18
H 2.897 -2.801 -1.215 0.27 0.09 0.25
H 3.330 -2.440 -5.728 -0.10 -0.15 -0.01
H 2.252 -3.394 -7.764 -0.03 -0.04 0.10
H 0.678 -5.293 -7.549 0.05 0.06 0.09
H 0.204 -6.265 -5.321 0.08 0.08 -0.01
H 1.264 -5.299 -3.302 -0.03 0.06 -0.08

=====

Record 3
71
Properties=species:S:1:pos:R:3:forces:R:3 method="wB97M-V/def2-TZVPD" homo_lumo_gap_ev=7.338 relative_energy_kj_mol=0.00 e_homo_ev=-13.7 total_charge=+2 spin_multiplicity=1
Ru 0.032 0.448 0.453 -0.05 0.01 -0.31
Br 0.763 -5.684 -3.885 0.01 -0.03 -0.04
C 0.259 -4.394 -2.622 0.01 0.03 0.01
C -0.904 -4.542 -1.886 -0.04 0.02 0.02
C -1.264 -3.585 -0.948 0.00 -0.08 -0.02
C -0.484 -2.461 -0.732 -0.07 0.02 0.15
O -0.872 -1.521 0.199 -0.04 0.08 -0.03
C 0.709 -2.304 -1.460 0.15 0.17 -0.05
C 1.692 -1.239 -1.362 -0.09 -0.17 -0.13
N 1.633 -0.184 -0.638 0.20 0.17 0.21
C 2.712 0.768 -0.634 -0.28 -0.13 0.00
C 3.966 0.558 -1.134 0.20 0.02 -0.04
C 4.930 1.590 -1.107 -0.04 -0.10 -0.02
C 4.628 2.809 -0.578 -0.06 0.06 0.04
C 3.346 3.047 -0.027 0.09 0.06 -0.01
C 2.975 4.280 0.557 0.06 -0.01 -0.02
C 1.726 4.427 1.082 -0.08 -0.04 0.02
C 0.838 3.340 1.042 0.01 0.11 0.01
N 1.142 2.175 0.507 0.11 -0.10 -0.04
C 2.395 2.014 -0.044 -0.15 -0.01 0.05
C 1.049 -3.287 -2.403 0.02 -0.05 -0.01
H -1.540 -5.403 -2.040 0.02 0.00 0.01
H -2.169 -3.741 -0.387 -0.03 -0.03 -0.02
H 2.562 -1.383 -1.998 -0.02 0.00 -0.02
H 4.253 -0.396 -1.554 0.00 0.01 0.01
H 5.913 1.400 -1.515 -0.01 -0.01 0.00
H 5.362 3.604 -0.564 0.00 0.00 0.00
H 3.690 5.094 0.582 0.00 -0.01 -0.01
H 1.405 5.354 1.534 -0.01 -0.01 -0.01
H -0.154 3.440 1.463 0.00 -0.02 0.01
H 1.965 -3.171 -2.968 -0.01 -0.01 0.00
O -2.553 1.609 7.425 0.13 0.04 0.05
N -2.512 2.192 6.370 -0.31 -0.19 -0.18
O -3.052 3.247 6.110 0.12 0.08 0.11
C -1.752 1.549 5.271 0.02 0.11 -0.02
C -0.723 0.761 5.630 0.09 -0.06 -0.07
C 0.122 0.164 4.633 0.00 -0.01 0.16
C 1.231 -0.647 4.937 -0.01 0.01 0.04
C 1.985 -1.153 3.909 -0.04 0.01 -0.02
C 1.646 -0.840 2.589 0.10 -0.06 0.01
N 0.606 -0.080 2.281 0.07 0.05 0.24
C -0.159 0.410 3.295 -0.01 0.01 0.04
C -1.296 1.198 2.930 0.14 -0.09 -0.12
N -1.501 1.313 1.594 -0.16 0.18 -0.15
C -2.515 2.053 1.175 0.00 0.02 0.13
C -3.390 2.684 2.065 0.05 0.01 0.01
C -3.199 2.559 3.420 -0.04 0.05 -0.04
C -2.106 1.802 3.893 -0.07 0.01 0.11
H -0.524 0.593 6.681 0.00 0.00 0.00
H 1.476 -0.861 5.970 0.01 -0.01 -0.01
H 2.841 -1.785 4.098 0.00 0.01 -0.01
H 2.233 -1.209 1.759 -0.01 0.00 0.01
H -2.634 2.157 0.105 -0.03 -0.03 -0.04
H -4.216 3.262 1.676 0.01 0.01 0.00
H -3.868 3.044 4.113 0.01 -0.01 -0.03
C -3.669 -0.819 -1.311 -0.06 0.01 -0.01
Ge -3.835 -1.744 0.395 0.06 0.02 -0.11
C -4.788 -0.728 1.752 -0.09 0.03 0.03
C -4.656 -3.501 0.227 -0.01 -0.04 0.02
C -1.962 -1.885 1.116 -0.05 -0.06 0.08
H -4.638 -0.735 -1.802 0.01 -0.01 0.02
H -2.998 -1.358 -1.981 -0.01 0.01 0.00
H -3.284 0.190 -1.164 0.05 0.07 -0.04
H -5.843 -0.670 1.481 0.00 0.03 0.02
H -4.408 0.287 1.866 -0.02 -0.09 0.00
H -4.725 -1.238 2.715 0.00 0.01 0.00
H -5.728 -3.394 0.397 0.01 -0.02 -0.01
H -4.274 -4.193 0.980 -0.01 -0.01 -0.02
H -4.519 -3.936 -0.762 0.03 0.00 0.01
H -1.749 -2.870 1.536 0.09 0.02 -0.03
H -1.872 -1.161 1.919 0.03 -0.03 0.05